This record from the Open Molecules 2025 dataset describes a gas-phase ion, C5H12NO2 (charge -1) in a non-equilibrium geometry. The level of theory is the ωB97M-V functional and the def2-TZVPD basis.

Its structure (SMILES) is CCN[C@@H](C[O-])CO. The spin multiplicity is 1. The energy is -402.93451 Eh. Its total charge is -1. For the HOMO energy, the calculation gives -2.96 eV.

Geometry as XYZ:
```
20
Properties=species:S:1:pos:R:3:forces:R:3:lowdin_charge:R:1
C -2.654 -0.358 -1.280 -0.5464 0.3305 0.6944 -0.120
C -1.639 -0.532 -0.156 0.6439 0.4527 -0.7953 -0.308
N -0.462 0.300 -0.405 -0.0115 -0.2920 -0.2268 -0.054
C 0.742 -0.100 0.350 -0.5879 0.8496 -0.0059 -0.353
C 2.023 -0.005 -0.510 0.2268 -0.1021 0.3475 -0.458
O 3.068 -0.625 0.091 -0.0695 -0.1152 -0.0022 -0.333
C 0.918 0.857 1.528 0.9135 0.1799 -0.4146 -0.274
O 2.060 0.505 2.281 -0.2862 -0.2560 0.6091 -0.125
H -2.231 -0.470 -2.279 0.1445 -0.1928 0.0974 0.064
H -3.091 0.641 -1.217 -0.0374 0.0268 -0.1429 0.062
H -3.459 -1.085 -1.128 0.0068 0.0769 -0.2621 0.061
H -2.045 -0.187 0.798 -0.2559 -0.4575 0.0603 0.106
H -1.389 -1.602 -0.131 0.1034 -0.0220 0.4221 0.103
H -0.235 0.245 -1.395 0.0400 -0.0609 0.0680 0.080
H 0.641 -1.113 0.742 0.0939 -0.2971 -0.1146 0.133
H 1.758 -0.348 -1.550 0.0931 -0.2515 0.0965 0.084
H 2.216 1.087 -0.626 -0.1661 0.1999 -0.2291 0.095
H 1.120 1.843 1.090 -0.3918 0.1738 -0.1004 0.100
H 0.024 0.955 2.150 -0.0319 -0.2531 0.2160 0.098
H 2.637 -0.008 1.645 0.1187 0.0100 -0.3176 0.040
```
Forces are in eV/Å.

This record from the Open Molecules 2025 dataset describes 2 unconnected molecules or ions with the total composition C3H6ClNO4 in a non-equilibrium geometry. The level of theory is the ωB97M-V functional and the def2-TZVPD basis.

The spin multiplicity is 1. The energy is -933.62962 Eh. Its total charge is 0. For the HOMO energy (spin up / spin down), the calculation gives -8.79 / -9.67 eV.

Geometry as XYZ:
```
15
Properties=species:S:1:pos:R:3:forces:R:3:lowdin_charge:R:1
C -0.074 1.640 0.057 -0.7081 -1.3061 3.0476 -0.101
C -0.434 -0.888 0.581 -0.3918 -2.4716 -1.1326 -0.535
C 0.484 0.287 0.431 1.9739 1.8958 -1.6361 -0.525
N 1.322 -0.552 -1.651 -1.0658 -1.3117 2.2903 -0.270
O 1.172 -1.769 -1.695 0.2405 1.4029 -0.4176 0.008
O 1.977 0.157 -2.328 0.3334 0.3921 -0.5941 0.071
O -1.672 -0.744 -0.137 0.1505 0.2241 -1.2127 -0.024
O -0.784 -1.113 1.877 -1.4668 1.3160 2.2556 0.007
Cl 2.001 0.487 1.351 -1.3949 -0.9663 -0.6494 0.682
H -1.004 1.373 -0.338 -1.6217 0.2273 -0.9222 0.050
H -0.276 2.199 1.025 0.2676 -0.5403 -0.9354 0.117
H 0.444 2.291 -0.568 1.3958 0.6277 -1.1098 0.064
H 0.049 -1.868 0.274 -0.0818 1.4056 0.0362 0.159
H -1.752 -1.075 -1.081 0.9766 0.3898 1.8172 0.142
H -1.451 -0.424 2.203 1.3927 -1.2852 -0.8371 0.157
```
Forces are in eV/Å.

This record from the Open Molecules 2025 dataset describes 5 unconnected molecules or ions with the total composition C20H37F3O14 in a non-equilibrium geometry. The level of theory is the ωB97M-V functional and the def2-TZVPD basis.

Its structure (SMILES) is CCOC(=O)C(F)(F)F.CCOC(=O)OC.CCOC(=O)OC.CCOC(=O)OC.CCOC(=O)OC. The spin multiplicity is 1. The energy is -2137.16927 Eh. Its total charge is 0. For the HOMO energy, the calculation gives -10.66 eV.

Geometry as XYZ:
```
74
Properties=species:S:1:pos:R:3:forces:R:3:lowdin_charge:R:1
C 13.855 -19.260 -12.042 -0.1853 0.0472 0.7267 -0.057
C 12.853 -20.017 -11.227 0.1714 -0.5062 1.2056 -0.238
O 12.517 -21.219 -11.929 -2.1504 -1.6076 -0.2738 0.012
C 11.350 -21.843 -11.559 -0.3323 3.1665 1.6057 -0.304
O 10.609 -21.449 -10.655 1.8121 -1.2609 -2.1096 0.133
C 10.922 -22.981 -12.490 3.2157 -0.7548 -0.2060 -0.631
F 10.456 -23.960 -11.805 -2.3848 -1.3532 1.8928 0.214
F 10.110 -22.589 -13.419 -1.2378 0.7119 -0.8184 0.223
F 11.976 -23.589 -13.091 0.7713 1.0129 -0.6789 0.136
H 14.050 -18.355 -11.467 -0.1819 0.4208 -0.4397 0.081
H 13.336 -19.092 -12.986 0.7388 0.3994 -0.2318 0.090
H 14.835 -19.733 -12.102 -0.2920 -0.3407 -0.4647 0.084
H 11.978 -19.405 -11.004 -0.2225 -0.1807 -0.3379 0.125
H 13.215 -20.362 -10.258 0.2694 0.2623 0.1225 0.131
C 19.148 -13.527 -10.971 -0.2272 0.3594 -0.6538 -0.070
C 18.456 -12.778 -12.133 -0.0551 -1.1032 1.5023 -0.178
O 17.286 -13.594 -12.485 -0.3839 1.2391 -0.0140 0.006
C 16.043 -13.209 -12.089 0.5292 2.6135 1.7469 -0.572
O 15.747 -12.249 -11.348 1.0384 -2.4416 -1.8257 0.072
O 15.196 -14.033 -12.650 -1.5206 -0.7559 0.3190 -0.001
C 13.757 -13.919 -12.320 0.9072 1.5287 -0.8972 0.006
H 20.014 -12.939 -10.667 0.2381 -0.3001 -0.0128 0.074
H 19.409 -14.510 -11.363 0.3845 0.0315 0.2290 0.074
H 18.529 -13.687 -10.088 -0.2610 0.2725 -0.1755 0.077
H 19.149 -12.794 -12.975 -0.4512 -0.0156 -0.2312 0.116
H 18.251 -11.748 -11.843 -0.6310 -0.1642 -0.2446 0.117
H 13.301 -14.233 -13.259 -0.2858 -0.7517 0.6393 0.095
H 13.472 -12.870 -12.240 0.3963 0.1872 0.0537 0.085
H 13.464 -14.342 -11.359 0.3106 -0.7067 -0.4319 0.098
C 13.015 -30.942 -13.242 0.3752 1.7804 -1.1853 -0.088
C 12.728 -31.432 -11.878 -0.8385 -0.9123 -0.7731 -0.222
O 13.961 -31.843 -11.251 -0.2439 0.4917 0.7782 0.050
C 14.461 -33.072 -11.323 2.3012 -0.9265 0.4561 -0.548
O 15.572 -33.368 -10.849 -3.1925 0.7553 -1.2389 0.087
O 13.645 -33.900 -12.013 0.6709 -0.2307 0.2690 -0.029
C 14.093 -35.258 -12.224 -0.4026 -0.2157 -0.7203 -0.024
H 13.496 -31.594 -13.971 -0.0488 -0.1724 0.3270 0.087
H 13.587 -30.023 -13.113 0.8655 -0.2073 -0.1342 0.082
H 12.154 -30.457 -13.704 -0.6009 -0.6709 -0.0464 0.082
H 11.975 -32.219 -11.924 0.3343 -0.3230 0.3944 0.121
H 12.238 -30.579 -11.408 0.6661 -0.2296 1.0166 0.127
H 15.162 -35.416 -12.085 -0.2293 0.3004 0.5091 0.095
H 13.879 -35.514 -13.261 -0.0097 0.3814 -0.1615 0.087
H 13.451 -35.941 -11.667 0.3533 0.1810 0.5094 0.093
C 7.372 -17.504 -13.264 0.5854 0.2042 0.6674 -0.071
C 6.895 -17.493 -11.785 2.2131 -0.0850 -2.2363 -0.201
O 6.032 -16.366 -11.642 -0.7379 0.5934 0.7342 0.025
C 6.527 -15.097 -11.642 2.9265 -1.1609 -0.1830 -0.553
O 7.723 -14.790 -11.711 -2.3173 -0.8120 0.1368 0.088
O 5.542 -14.235 -11.547 -1.0332 -2.1317 -0.6194 0.013
C 5.919 -12.908 -11.589 -0.3150 1.5822 1.4077 -0.065
H 6.485 -17.530 -13.897 0.2723 0.1085 -0.2202 0.081
H 8.050 -18.326 -13.494 -0.4111 -0.5271 0.1768 0.070
H 8.033 -16.656 -13.440 -0.5559 0.4126 -0.1892 0.066
H 7.782 -17.465 -11.151 -0.2162 0.4761 0.3145 0.119
H 6.481 -18.494 -11.671 -1.2410 0.6962 0.7440 0.118
H 5.024 -12.381 -11.256 -0.0177 0.2087 -0.3529 0.099
H 6.228 -12.551 -12.571 0.3008 -0.1977 0.1886 0.109
H 6.625 -12.793 -10.766 0.5635 0.6184 -0.5683 0.103
C 3.505 -20.243 -19.891 -1.7092 -0.4701 0.6635 -0.044
C 2.613 -20.906 -18.724 0.8548 2.0006 -1.0948 -0.174
O 3.557 -21.303 -17.736 0.8966 -1.0392 0.4707 0.014
C 3.122 -21.905 -16.634 -2.4620 -1.8380 0.3133 -0.534
O 1.923 -22.184 -16.424 3.2483 0.8156 -0.0445 0.083
O 4.196 -22.276 -15.886 0.3991 0.5511 -1.2000 -0.013
C 3.989 -23.116 -14.764 -2.0144 0.2760 0.8665 -0.053
H 2.861 -19.920 -20.709 -0.4626 0.3773 0.2834 0.061
H 4.131 -20.937 -20.452 0.3699 -0.3041 0.8131 0.068
H 4.049 -19.374 -19.521 0.1229 -0.2751 -0.0036 0.069
H 1.904 -21.625 -19.135 0.5836 -0.7347 0.3701 0.120
H 2.001 -20.200 -18.164 -0.2262 0.5069 -0.7095 0.119
H 3.373 -23.970 -15.045 0.0073 0.0124 0.0095 0.096
H 3.429 -22.499 -14.062 -0.2706 -0.3433 0.2849 0.094
H 4.846 -23.477 -14.194 0.6657 0.4669 -1.0194 0.093
```
Forces are in eV/Å.

Among the records above, which one has the lowest energy?
C20H37F3O14